No. 1
{"formula": "C25H47FO20P2S5", "method": "ωB97M-V/def2-TZVPD", "total_charge": 0, "homo_lumo_gap_ev": 8.2, "homo_ha": -0.3345, "smiles": "O=C1C(F)=C(PP(=O)(O)O)C(=O)c2ccccc21.CCOS(C)(=O)=O.CCOS(C)(=O)=O.CCOS(C)(=O)=O.CCOS(C)(=O)=O.CCOS(C)(=O)=O", "e_lumo_ev": -0.92, "relative_energy_kj_mol": 151.4, "symbols": ["O", "C", "C", "F", "C", "P", "P", "O", "O", "O", "C", "O", "C", "C", "C", "C", "C", "C", "H", "H", "H", "H", "H", "H", "H", "O", "S", "O", "O", "C", "C", "C", "H", "H", "H", "H", "H", "H", "H", "H", "O", "S", "O", "O", "C", "C", "C", "H", "H", "H", "H", "H", "H", "H", "H", "O", "S", "O", "O", "C", "C", "C", "H", "H", "H", "H", "H", "H", "H", "H", "O", "S", "O", "O", "C", "C", "C", "H", "H", "H", "H", "H", "H", "H", "H", "O", "S", "O", "O", "C", "C", "C", "H", "H", "H", "H", "H", "H", "H", "H"], "coordinates": [[-1.934, 3.823, 0.828], [-2.377, 2.813, 0.348], [-3.879, 2.621, -0.061], [-4.918, 3.098, 0.680], [-4.143, 1.914, -1.193], [-5.952, 1.661, -1.608], [-6.482, -0.047, -0.326], [-6.337, 0.420, 1.083], [-7.968, -0.686, -0.690], [-5.286, -1.212, -0.567], [-2.971, 1.324, -2.058], [-3.019, 1.261, -3.256], [-1.753, 0.817, -1.216], [-0.943, -0.330, -1.567], [0.135, -0.716, -0.665], [0.408, 0.002, 0.569], [-0.398, 1.174, 0.917], [-1.477, 1.577, 0.027], [-6.091, 1.301, -2.983], [-8.594, 0.063, -0.655], [-5.694, -2.035, -0.230], [-1.133, -0.904, -2.497], [0.776, -1.586, -0.931], [1.218, -0.291, 1.276], [-0.252, 1.755, 1.852], [-0.710, 0.729, 4.597], [-1.716, 0.440, 5.581], [-2.478, -0.772, 5.547], [-2.725, 1.684, 5.672], [-3.354, 2.139, 4.463], [-4.498, 1.234, 4.046], [-1.004, 0.611, 7.188], [-2.617, 2.239, 3.662], [-3.741, 3.137, 4.671], [-4.133, 0.252, 3.742], [-5.044, 1.666, 3.204], [-5.190, 1.079, 4.876], [-0.463, 1.554, 7.236], [-0.321, -0.223, 7.339], [-1.800, 0.581, 7.930], [3.229, -1.142, -1.791], [3.136, -0.217, -2.885], [2.258, -0.448, -3.994], [4.611, 0.079, -3.443], [5.428, -1.033, -3.827], [5.024, -1.589, -5.180], [2.817, 1.395, -2.241], [5.408, -1.809, -3.058], [6.453, -0.662, -3.882], [4.037, -2.051, -5.136], [5.737, -2.345, -5.513], [4.974, -0.793, -5.925], [3.514, 1.593, -1.428], [1.792, 1.407, -1.870], [2.934, 2.122, -3.042], [6.155, -1.558, -0.021], [5.276, -1.127, 1.028], [4.691, 0.183, 1.029], [5.997, -1.372, 2.444], [7.298, -0.812, 2.649], [7.233, 0.676, 2.935], [3.991, -2.319, 1.225], [7.946, -1.023, 1.794], [7.726, -1.326, 3.512], [6.895, 1.231, 2.058], [8.217, 1.057, 3.217], [6.526, 0.884, 3.740], [4.434, -3.312, 1.274], [3.331, -2.244, 0.361], [3.438, -2.094, 2.135], [2.456, -7.100, 0.078], [3.479, -7.614, 0.940], [4.227, -6.758, 1.813], [4.506, -8.489, 0.069], [5.111, -7.883, -1.079], [6.236, -6.941, -0.693], [2.809, -8.943, 1.891], [4.359, -7.373, -1.686], [5.515, -8.696, -1.684], [5.852, -6.067, -0.164], [6.767, -6.593, -1.580], [6.943, -7.437, -0.026], [2.281, -9.621, 1.226], [2.120, -8.516, 2.618], [3.622, -9.453, 2.404], [-4.588, 6.437, -3.870], [-5.587, 6.149, -2.884], [-6.347, 4.934, -2.916], [-6.602, 7.392, -2.790], [-7.233, 7.845, -3.993], [-8.377, 6.937, -4.405], [-4.875, 6.325, -1.277], [-6.500, 7.947, -4.797], [-7.623, 8.842, -3.784], [-8.010, 5.956, -4.710], [-8.926, 7.368, -5.244], [-9.064, 6.780, -3.572], [-4.337, 7.269, -1.231], [-4.189, 5.493, -1.124], [-5.671, 6.293, -0.534]], "forces_ev_per_a": [[-0.480, -0.306, 0.107], [0.056, -0.955, -0.133], [0.015, -1.037, -1.026], [1.749, -0.029, -0.434], [0.092, -0.306, 0.085], [-0.387, 0.907, 0.039], [2.107, -0.627, 1.462], [-0.757, -0.148, -1.382], [1.711, 0.954, -0.151], [-2.889, 0.450, -0.219], [0.487, -0.208, 1.404], [-0.229, -0.108, 0.425], [0.599, 0.192, 1.389], [0.358, 1.270, 1.660], [-0.663, 1.080, 0.547], [-1.637, 1.050, -1.004], [-0.749, -0.747, -1.805], [0.444, -1.415, -0.793], [0.678, -0.437, 0.537], [0.052, -0.447, 0.084], [0.641, 0.056, -0.114], [0.141, 0.571, 0.790], [-0.637, 0.793, 0.235], [-0.747, 0.126, -0.860], [0.064, -0.605, -0.770], [-0.302, -0.264, -0.088], [-0.282, 0.548, 0.489], [0.314, 0.060, -0.283], [0.578, -0.286, 0.272], [-0.636, 0.074, -0.742], [0.100, -0.239, -0.018], [-0.029, 0.124, 0.073], [0.124, -0.074, 0.163], [0.226, -0.057, 0.274], [-0.035, 0.062, -0.037], [0.033, 0.003, 0.035], [0.010, 0.101, -0.037], [-0.041, -0.027, -0.035], [-0.058, -0.011, -0.123], [0.007, -0.011, -0.075], [-0.155, -0.339, -0.318], [0.460, 1.037, -0.077], [0.030, -0.400, 0.325], [-0.492, 0.151, 0.356], [0.415, -0.733, -0.395], [-0.319, -0.035, -0.055], [0.119, 0.102, 0.032], [-0.116, 0.161, 0.086], [-0.170, 0.253, 0.179], [0.056, 0.006, 0.001], [0.050, 0.068, 0.065], [0.091, -0.030, 0.037], [-0.009, -0.083, -0.012], [0.018, -0.133, -0.039], [-0.004, -0.090, -0.009], [0.063, 0.446, 0.084], [-0.447, -0.553, 0.412], [0.323, -0.054, -0.264], [-0.363, -0.184, -0.359], [0.671, 0.508, 0.161], [-0.166, 0.189, -0.189], [-0.043, -0.098, 0.122], [-0.184, -0.058, -0.063], [-0.272, -0.191, -0.076], [0.035, -0.031, 0.037], [-0.007, -0.097, 0.026], [0.087, -0.057, 0.020], [0.006, 0.045, 0.032], [0.165, 0.126, -0.067], [0.088, 0.012, -0.008], [0.307, 0.263, 0.107], [0.171, -0.730, 0.016], [-0.262, 0.164, -0.263], [-0.478, -0.037, 0.399], [0.515, 0.477, -0.591], [-0.059, 0.204, 0.237], [0.069, -0.131, -0.022], [-0.102, -0.053, 0.175], [-0.201, -0.167, 0.233], [0.020, -0.028, -0.055], [-0.045, -0.086, -0.015], [-0.009, -0.034, -0.101], [0.039, 0.052, -0.007], [0.053, 0.103, -0.077], [-0.014, 0.058, -0.038], [-0.318, -0.234, -0.119], [-0.073, 0.462, 0.612], [0.233, 0.060, -0.305], [0.453, -0.267, 0.270], [-0.517, 0.121, -0.715], [0.046, -0.318, -0.005], [-0.083, 0.103, 0.067], [0.103, -0.096, 0.151], [0.205, -0.062, 0.271], [-0.011, 0.060, -0.005], [0.044, 0.074, 0.055], [0.010, 0.100, -0.041], [-0.028, -0.036, -0.041], [-0.044, -0.006, -0.111], [0.017, -0.032, -0.064]]}


No. 2
{"formula": "C25H47N7O5", "method": "ωB97M-V/def2-TZVPD", "total_charge": 0, "homo_lumo_gap_ev": 8.0, "homo_ha": -0.3118, "e_lumo_ev": -0.51, "relative_energy_kj_mol": 2292.4, "symbols": ["C", "O", "N", "C", "C", "H", "H", "H", "H", "H", "H", "H", "C", "O", "N", "C", "C", "H", "H", "H", "H", "H", "H", "H", "C", "C", "O", "C", "H", "H", "H", "H", "H", "H", "C", "C", "O", "C", "H", "H", "H", "H", "H", "H", "C", "C", "O", "C", "H", "H", "H", "H", "H", "H", "C", "C", "N", "H", "H", "H", "C", "C", "N", "H", "H", "H", "C", "C", "N", "H", "H", "H", "C", "C", "N", "H", "H", "H", "C", "C", "N", "H", "H", "H"], "coordinates": [[1.289, 0.480, 2.799], [1.022, -0.634, 2.331], [1.122, 0.794, 4.061], [1.454, 2.156, 4.378], [0.460, -0.016, 5.106], [1.785, 1.303, 2.262], [1.938, 2.822, 3.664], [2.137, 2.162, 5.227], [0.497, 2.611, 4.636], [0.178, -1.009, 4.756], [1.224, -0.213, 5.858], [-0.468, 0.418, 5.479], [-3.326, 2.494, 1.064], [-4.069, 1.714, 0.492], [-2.033, 2.731, 0.785], [-1.383, 3.860, 1.422], [-1.184, 1.865, 0.020], [-3.765, 3.085, 1.883], [-1.305, 4.715, 0.750], [-0.378, 3.512, 1.660], [-1.894, 4.053, 2.365], [-1.387, 0.818, 0.243], [-1.506, 2.004, -1.012], [-0.104, 1.992, 0.095], [3.329, -1.934, -1.820], [3.354, -2.450, -3.253], [3.638, -3.617, -3.562], [2.956, -1.567, -4.387], [4.262, -1.384, -1.696], [3.264, -2.726, -1.074], [2.523, -1.202, -1.770], [3.874, -1.166, -4.816], [2.386, -0.733, -3.977], [2.358, -2.194, -5.048], [2.555, 0.877, -1.176], [1.448, 1.886, -0.974], [0.340, 1.443, -0.805], [1.616, 3.390, -0.781], [2.333, -0.009, -0.582], [3.496, 1.268, -0.790], [2.660, 0.525, -2.202], [1.511, 3.642, 0.274], [0.814, 3.996, -1.202], [2.641, 3.657, -1.041], [-2.794, 1.137, -2.935], [-2.435, 0.402, -1.615], [-1.235, 0.203, -1.497], [-3.537, 0.042, -0.655], [-3.281, 0.503, -3.676], [-1.814, 1.397, -3.336], [-3.457, 1.968, -2.694], [-3.117, -0.349, 0.272], [-4.214, -0.709, -1.061], [-4.077, 0.957, -0.413], [0.552, 0.259, -2.588], [-0.199, -0.621, -3.434], [-0.871, -1.325, -4.108], [0.078, 1.224, -2.767], [1.604, 0.266, -2.871], [0.457, 0.083, -1.516], [1.101, -3.891, 1.483], [0.417, -4.741, 0.513], [-0.082, -5.297, -0.283], [0.428, -3.526, 2.259], [1.245, -2.957, 0.940], [2.064, -4.197, 1.893], [0.121, -0.459, 0.377], [0.979, -1.424, -0.252], [1.606, -2.170, -0.796], [-0.556, -0.902, 1.108], [-0.318, -0.098, -0.553], [0.648, 0.336, 0.905], [-0.627, -2.524, -1.949], [-1.723, -3.251, -1.201], [-2.431, -3.896, -0.536], [0.159, -3.279, -1.970], [-0.338, -1.754, -1.233], [-1.026, -2.202, -2.910], [-2.085, -1.024, 2.910], [-3.431, -0.336, 2.978], [-4.459, 0.194, 3.019], [-1.319, -0.405, 3.377], [-1.650, -1.003, 1.911], [-2.044, -2.056, 3.259]], "forces_ev_per_a": [[0.215, -3.356, -0.170], [1.848, 0.744, 3.473], [-0.252, 0.925, 0.327], [-0.582, 0.743, 1.973], [0.870, -0.537, -0.581], [-0.140, -0.160, -0.556], [-0.137, -0.808, -0.705], [-0.224, 0.146, 0.329], [0.213, 0.609, 0.424], [0.273, 0.207, -0.541], [-0.362, 0.333, 0.466], [0.340, 0.479, 0.160], [-0.016, 0.978, 0.412], [-1.400, 5.876, 4.888], [-1.445, 0.613, 2.057], [0.054, -0.871, 0.341], [-7.134, 3.038, 3.916], [0.344, 0.252, 0.121], [-0.166, 0.206, 0.195], [0.118, 0.294, 0.158], [-0.011, 0.594, -0.148], [-0.347, 1.273, 0.810], [0.662, 1.320, 0.670], [-2.888, 3.342, 4.702], [3.388, 0.281, -2.725], [0.512, -3.043, -0.145], [-0.241, 1.789, 1.159], [-0.115, 0.611, 0.799], [0.577, 0.262, -0.107], [1.110, 0.316, -0.926], [1.592, -0.570, -0.750], [-0.119, -0.113, -0.427], [0.002, -0.078, -0.687], [0.209, 0.428, -0.283], [1.723, 1.539, 1.671], [1.763, 0.891, 0.562], [9.301, 0.703, -7.050], [0.821, -0.531, -0.150], [0.092, 0.547, 0.015], [0.248, 0.072, -0.196], [1.173, 1.056, 1.006], [0.093, -0.448, 0.475], [0.315, -0.164, -0.656], [-0.287, 0.486, -0.340], [0.096, -0.554, 1.033], [-2.524, -1.755, -1.974], [-6.787, -1.569, -2.667], [2.833, -4.243, -3.678], [-0.116, -0.192, 0.242], [-0.451, 0.582, -0.279], [0.161, 0.238, -0.270], [-0.140, -0.113, -0.077], [0.194, -0.210, -0.475], [-0.064, -1.524, -2.213], [1.108, -1.280, -3.744], [-1.832, -1.562, -4.386], [2.766, 4.307, -0.024], [0.583, -0.176, -0.380], [-1.729, -0.204, -1.173], [1.558, -1.145, -3.086], [-0.588, 1.139, 0.004], [4.462, 4.033, 6.570], [-3.446, -4.725, -6.012], [-0.074, -0.668, 0.355], [0.491, -0.697, 0.478], [-0.312, -0.465, -0.174], [1.127, -1.461, 0.077], [-1.210, 3.273, 4.799], [-1.826, -4.254, 0.798], [0.498, -0.215, -1.244], [-1.035, -1.449, 2.713], [-0.461, -0.715, -1.445], [-3.268, -3.274, 2.336], [-0.351, -0.731, 0.825], [0.593, 1.542, -1.187], [0.068, 0.231, -0.482], [-1.290, -0.605, -1.881], [-0.021, -1.621, 1.931], [-0.413, 1.126, -0.271], [0.480, -0.615, -0.041], [1.114, -0.503, 0.127], [-0.434, -0.120, 0.657], [-1.379, -0.335, 0.073], [-0.374, 0.235, 0.180]]}


No. 3
{"formula": "C25H47NNbO7P2", "method": "ωB97M-V/def2-TZVPD", "total_charge": -1, "homo_lumo_gap_ev": 5.6, "homo_ha": -0.1349, "e_lumo_ev": 1.91, "symbols": ["C", "O", "C", "C", "C", "C", "C", "C", "C", "C", "C", "C", "C", "Nb", "C", "C", "C", "C", "C", "C", "C", "C", "C", "N", "C", "C", "O", "C", "C", "O", "P", "O", "O", "P", "O", "O", "H", "H", "H", "H", "H", "H", "H", "H", "H", "H", "H", "H", "H", "H", "H", "H", "H", "H", "H", "H", "H", "H", "H", "H", "H", "H", "H", "H", "H", "H", "H", "H", "H", "H", "H", "H", "H", "H", "H", "H", "H", "H", "H", "H", "H", "H", "H"], "coordinates": [[3.219, -1.390, 3.159], [4.583, -1.726, 3.382], [5.433, -1.154, 2.410], [5.527, -2.013, 1.119], [5.919, -1.164, -0.113], [4.833, -1.192, -1.209], [5.163, -0.169, -2.299], [4.122, -0.146, -3.434], [2.772, 0.418, -2.937], [2.810, 1.916, -2.606], [1.590, 2.378, -1.763], [1.684, 1.838, -0.325], [0.453, 2.137, 0.573], [-1.514, 0.993, 0.160], [-2.099, 2.291, -1.635], [-3.482, -0.216, -0.173], [-3.314, -1.667, -0.665], [-4.593, -2.508, -0.550], [-4.547, -3.732, 0.079], [-5.663, -4.541, 0.172], [-6.822, -4.090, -0.400], [-6.902, -2.861, -1.015], [-5.785, -2.071, -1.097], [-2.679, 2.314, 1.388], [-2.967, 3.591, 0.828], [-1.985, 4.755, 0.857], [-4.071, 3.794, 0.343], [-2.330, 2.395, 2.765], [-3.499, 2.206, 3.751], [-1.235, 2.646, 3.227], [-1.175, -0.561, 2.225], [-0.697, -2.129, 1.774], [-2.665, -0.849, 2.996], [-0.392, -0.538, -1.394], [-0.837, -0.694, -2.957], [0.697, -1.674, -0.942], [2.738, -2.065, 2.435], [2.717, -1.472, 4.125], [3.104, -0.373, 2.760], [5.121, -0.142, 2.111], [6.434, -1.115, 2.854], [4.550, -2.481, 0.950], [6.243, -2.816, 1.323], [6.073, -0.133, 0.228], [6.852, -1.534, -0.554], [3.901, -0.941, -0.685], [4.746, -2.215, -1.594], [5.205, 0.812, -1.811], [6.150, -0.379, -2.729], [3.923, -1.201, -3.684], [4.474, 0.326, -4.358], [2.552, -0.129, -2.016], [1.981, 0.204, -3.662], [3.740, 2.252, -2.135], [2.728, 2.445, -3.570], [0.704, 2.033, -2.303], [1.636, 3.473, -1.724], [2.536, 2.400, 0.113], [2.016, 0.791, -0.287], [0.304, 3.225, 0.545], [0.765, 1.900, 1.602], [-3.183, 2.404, -1.745], [-1.756, 1.809, -2.566], [-1.580, 3.258, -1.616], [-3.978, -0.278, 0.809], [-4.125, 0.395, -0.817], [-2.534, -2.225, -0.141], [-3.128, -1.615, -1.750], [-3.591, -4.048, 0.493], [-5.553, -5.503, 0.661], [-7.711, -4.719, -0.369], [-7.823, -2.511, -1.470], [-5.813, -1.107, -1.597], [-1.601, 5.009, -0.132], [-2.518, 5.639, 1.225], [-1.147, 4.606, 1.547], [-3.421, 3.051, 4.447], [-3.381, 1.297, 4.341], [-4.451, 2.276, 3.221], [-0.432, -2.559, 2.597], [-3.032, -1.631, 2.556], [-1.195, -1.571, -3.159], [1.207, -1.429, -0.160]], "forces_ev_per_a": [[-0.030, -0.201, -0.013], [-0.192, 0.628, -0.208], [0.368, -0.741, -0.671], [-0.025, 0.272, 0.324], [-0.155, -0.638, 0.038], [0.622, 0.432, 0.718], [-0.365, -0.047, -0.428], [-0.620, -0.654, 0.493], [0.864, 0.219, 0.292], [-0.922, 0.376, -0.696], [1.105, -0.748, -0.059], [0.220, 1.240, 0.372], [0.984, -1.372, -0.229], [-0.270, 1.986, -0.937], [0.011, -1.073, -0.505], [0.603, -0.987, 0.651], [-1.579, 0.111, -0.479], [1.086, 0.684, -0.073], [0.595, -0.227, 0.356], [0.781, -0.087, 0.122], [-1.515, -0.989, 0.149], [-0.326, 0.367, -0.442], [0.143, 0.485, -0.192], [1.271, 0.496, -0.025], [-1.387, 0.253, -0.395], [0.290, 0.232, 0.954], [0.882, -0.168, 0.172], [-0.471, -0.015, 1.207], [0.322, 0.791, -0.358], [-0.311, -0.069, -0.688], [-0.208, -0.115, 0.010], [-0.286, 0.183, 0.481], [0.730, -0.633, -0.360], [-0.879, 1.598, 1.766], [0.695, -1.129, 0.270], [0.261, -0.454, -1.384], [0.081, -0.027, 0.156], [-0.091, 0.037, -0.202], [0.072, -0.046, 0.248], [-0.111, -0.042, 0.374], [-0.165, 0.243, 0.034], [0.124, 0.028, 0.008], [-0.148, 0.008, -0.205], [0.113, -0.063, -0.279], [0.017, 0.221, 0.146], [-0.056, -0.045, -0.375], [-0.079, 0.160, -0.083], [0.180, -0.059, -0.162], [-0.033, 0.009, 0.215], [0.162, 0.174, -0.192], [0.046, 0.209, 0.252], [-0.274, -0.061, -0.260], [-0.002, 0.088, 0.147], [-0.057, -0.255, 0.017], [0.296, 0.036, 0.168], [-0.182, 0.249, 0.321], [-0.407, -0.117, -0.005], [0.016, -0.238, -0.125], [-0.363, 0.030, -0.102], [-0.366, -0.176, -0.002], [-0.263, 0.189, -0.053], [0.151, 0.269, 0.165], [-0.108, 0.060, 0.127], [-0.203, -0.041, 0.235], [0.100, 0.303, -0.108], [0.142, -0.161, -0.065], [0.193, 0.315, -0.179], [0.466, -0.185, 0.209], [-0.138, -0.063, 0.011], [-0.360, 0.010, -0.062], [0.087, 0.091, 0.033], [-0.031, -0.178, 0.118], [-0.044, -0.055, 0.078], [-0.129, -0.323, -0.019], [-0.113, -0.174, -0.185], [-0.071, -0.232, -0.263], [-0.067, -0.158, -0.043], [-0.085, -0.097, -0.322], [0.052, -0.359, 0.166], [0.118, -0.127, -0.173], [-0.397, 0.262, -0.029], [-0.088, 0.118, -0.059], [-0.281, 0.167, 0.096]]}